Record 1
Entry from OMol25: one molecule with the formula C19H23NO3S at a distorted geometry (ωB97M-V/def2-TZVPD).

The geometry in ORCA input format:
```
! RIJCOSX wB97M-V def2-TZVPD def2/J DEFGRID3
* xyz 0 1
C 0.0358 2.8845 0.9381
C -1.0775 2.1723 0.2300
C -1.1704 2.1880 -1.1545
C -2.2247 1.5585 -1.7943
C -3.2024 0.9155 -1.0596
C -3.1213 0.8830 0.3278
C -4.1614 0.1773 1.1346
S -4.3275 -1.5953 0.6981
C -2.5783 -2.1336 0.8047
C -1.8378 -1.8490 -0.4475
C -2.1006 -2.2093 -1.7404
C -1.0669 -1.6573 -2.5222
C -0.2389 -0.9935 -1.6558
C 1.0157 -0.2744 -1.9264
O 1.4963 -0.1986 -3.0402
N 1.5569 0.3092 -0.8290
C 2.8978 0.8261 -0.8179
C 3.7951 0.0666 0.1737
C 3.2968 0.1386 1.6337
C 2.7524 -1.2664 1.8969
C 3.6200 -2.1023 0.9573
O 3.8217 -1.3052 -0.1884
O -0.7091 -1.1138 -0.3857
C -2.0536 1.5043 0.9584
H 0.8896 3.0214 0.2797
H 0.3483 2.3391 1.8272
H -0.3034 3.8702 1.2588
H -0.4108 2.6870 -1.7377
H -2.2807 1.5689 -2.8721
H -4.0256 0.4216 -1.5547
H -5.1552 0.5852 0.9461
H -3.9478 0.2343 2.2030
H -2.1145 -1.6313 1.6526
H -2.6329 -3.2064 0.9946
H -2.9350 -2.7892 -2.0776
H -0.9343 -1.7300 -3.5814
H 1.0928 0.1720 0.0545
H 3.2849 0.6965 -1.8313
H 2.9046 1.8919 -0.5613
H 4.8106 0.4824 0.0906
H 4.1321 0.3481 2.3023
H 2.5492 0.9180 1.7680
H 1.7042 -1.3456 1.6048
H 2.8525 -1.5731 2.9357
H 4.5861 -2.3320 1.4322
H 3.1517 -3.0338 0.6361
H -1.9845 1.4798 2.0384
*
```

ΔE to the lowest compared entry with this formula, charge and spin ... 13.3 kcal/mol
Frontier orbital gap ... 0.327 hartree
SMILES string ... Cc1cccc(CSCc2ccc(C(=O)NC[C@H]3CCCO3)o2)c1

Atom charges from the Löwdin analysis, given in e for atoms 1 to 2: -0.05 -0.28

---

Record 2
Entry from OMol25: C19H23NO5 as an isolated structure at a distorted geometry (ωB97M-V/def2-TZVPD).

The geometry in ORCA input format:
```
! RIJCOSX wB97M-V def2-TZVPD def2/J DEFGRID3
* xyz 0 1
C 5.9679 -1.0480 0.1201
H 6.2479 -0.9248 1.1431
O 4.4493 -0.7755 0.1343
C 3.8310 -0.7308 -0.9292
C 4.4267 -0.7513 -2.1277
C 3.6552 -1.0037 -3.2570
C 2.3352 -0.9319 -3.0555
C 1.6793 -0.4995 -2.0201
C 2.5396 -0.5042 -0.8869
O 1.8228 -0.3931 0.4254
C 2.4599 0.2191 1.2396
C 1.3871 0.9433 2.1024
N 0.6381 2.0769 1.6008
H 0.5924 1.5623 0.4383
C -0.7493 2.2450 1.8358
C -1.6684 0.9636 1.3824
C -2.1415 1.3873 0.0545
H -1.2270 1.3324 -0.7032
O -3.1352 0.3971 -0.7123
C -3.9801 -0.1144 0.2541
C -5.0253 -0.6455 -0.2607
C -6.0175 -1.2648 0.5659
C -6.1141 -0.7686 1.8666
C -4.9687 -0.1379 2.4437
C -4.0071 0.5482 1.3640
O -2.9887 1.0790 2.1436
H -4.9340 0.4272 3.6382
H -6.9857 -0.9587 2.4595
H -6.8480 -1.7496 0.2940
H -5.0894 -1.0629 -1.1887
H -2.7040 2.3542 -0.2669
H -1.2498 0.1983 1.3157
H -1.1074 3.0819 1.5018
H -0.7660 2.1811 3.0622
H 1.7610 1.3838 3.2087
H 0.5669 -0.0441 2.3975
H 3.0421 1.2843 0.9614
H 3.0834 -0.5953 2.1220
O 0.3455 -0.4327 -1.7399
C -0.4985 -0.7826 -2.8542
H -1.6193 -0.6652 -2.1474
H -0.3579 -0.1568 -3.5575
H -0.3472 -1.6621 -3.1390
H 1.6713 -0.8158 -3.9612
H 4.0870 -1.1035 -4.4277
H 5.3317 -1.0554 -2.2768
H 6.4408 -0.1705 -0.3727
H 6.1678 -1.9156 -0.1910
*
```

ΔE to the lowest compared entry with this formula, charge and spin ... 475.9 kcal/mol
Frontier orbital gap ... 0.320 hartree

Atom charges from the Löwdin analysis, given in e for atoms 1 to 2: 0.10 0.09

---

Record 3
Entry from OMol25: C19H24BrCdN4O5S2 as an isolated structure (ωB97M-V/def2-TZVPD).

The geometry in ORCA input format:
```
! RIJCOSX wB97M-V def2-TZVPD def2/J DEFGRID3
* xyz -1 1
Cd 0.0057 -0.5800 0.2306
N 0.6894 0.7286 2.0448
C 1.8725 1.5530 2.0098
C 3.0553 0.7097 1.5035
N 2.7368 0.0195 0.2678
C 3.1778 0.6464 -0.9599
C 2.2853 1.8354 -1.3565
N 0.8903 1.4408 -1.3689
H -0.1535 1.2575 2.2423
H 0.7824 -0.0361 2.7071
H 2.1448 1.9661 2.9981
H 1.6785 2.3881 1.3348
H 3.2697 -0.0433 2.2675
H 3.9424 1.3570 1.3926
H 3.0520 -0.9418 0.3032
H 3.1258 -0.1050 -1.7509
H 4.2226 1.0065 -0.8947
H 2.6363 2.2144 -2.3339
H 2.4181 2.6389 -0.6286
H 0.6613 0.9747 -2.2403
H 0.2758 2.2453 -1.2992
O -4.2192 1.3955 1.2151
C -3.0348 0.8969 1.4659
O -2.0022 1.5364 1.4852
C -3.0438 -0.5533 1.8304
C -4.2039 -1.1981 2.2426
C -4.1084 -2.5185 2.6561
C -2.8668 -3.1253 2.6587
C -1.7571 -2.4059 2.2164
N -1.8552 -1.1511 1.8036
C -0.3280 -3.0230 2.3012
O -0.2569 -4.1598 2.7589
O 0.6052 -2.2663 1.9521
H -4.1071 2.3048 0.7655
H -5.1412 -0.6655 2.2369
H -4.9896 -3.0553 2.9799
H -2.7140 -4.1406 2.9912
C -1.2320 4.9358 -1.7427
O -1.3592 3.5430 -1.8971
C -2.3932 2.9103 -1.2806
S -3.4487 3.7977 -0.3273
S -2.4896 1.2833 -1.6114
H -0.9928 5.1971 -0.7066
H -2.1560 5.4517 -2.0193
H -0.4239 5.2399 -2.4066
Br 3.0292 -4.3838 -4.5746
C 1.9901 -3.4250 -3.2721
C 1.1084 -2.4539 -3.6972
C 0.4006 -1.7261 -2.7480
C 0.5693 -1.9258 -1.3765
C 1.4398 -2.9555 -1.0071
C 2.1475 -3.7095 -1.9317
H 0.9830 -2.2542 -4.7519
H -0.3098 -0.9902 -3.1074
H 1.5781 -3.1819 0.0417
H 2.8133 -4.4994 -1.6130
*
```

ΔE to the lowest compared entry with this formula, charge and spin ... 0.0 kcal/mol
Frontier orbital gap ... 0.275 hartree

Atom charges from the Löwdin analysis, given in e for atoms 1 to 2: 1.39 -0.05

---

Record 4
Entry from OMol25: C19H24ClNReS as an isolated structure at a distorted geometry (ωB97M-V/def2-TZVPD).

The geometry in ORCA input format:
```
! RIJCOSX wB97M-V def2-TZVPD def2/J DEFGRID3
* xyz 2 4
C -4.1011 4.1306 -2.2843
C -4.8960 3.8387 -1.0689
C -3.0080 5.1164 -2.2209
C -4.2011 3.2242 -3.4480
Cl -2.3236 1.4041 -0.9703
H -3.5248 6.0574 -2.6199
H -2.1372 4.8764 -2.8881
H -2.6352 5.3258 -1.1828
H -5.8198 4.4841 -1.2202
H -4.4025 4.1578 -0.1144
H -5.2365 2.7754 -0.9690
H -4.9792 3.7486 -4.0955
H -4.5836 2.1955 -3.2211
H -3.2549 3.1423 -4.0425
C 0.6598 0.4133 1.9405
C 1.0879 1.4412 1.0582
C -0.0478 2.3024 0.7902
H 2.1143 1.6454 0.7590
C -1.1539 1.7322 1.5172
C -0.7098 0.5903 2.2060
H -1.3510 -0.0054 2.8607
H 1.2987 -0.3581 2.3828
H 0.0143 3.2366 0.2645
H -2.1637 2.1568 1.5856
C -0.3500 -1.0405 -2.1162
C 0.9303 -0.9298 -1.4665
C 1.4311 0.4152 -1.6137
H 1.4434 -1.7369 -0.9807
C 0.4139 1.1782 -2.3290
C -0.6513 0.2401 -2.6784
H -1.4570 0.4540 -3.3352
H -1.0058 -1.8961 -2.2115
H 2.3650 0.7717 -1.2447
H 0.5250 2.1878 -2.6480
Re -0.3358 0.5860 -0.5238
S -1.2698 -2.0783 0.7245
C -0.3404 -3.4080 0.2192
N 1.0058 -3.5115 0.5153
C 1.7905 -4.5467 0.0819
C 1.2299 -5.5402 -0.6968
C -0.1485 -5.5105 -0.9798
C -0.9218 -4.4551 -0.5176
H 1.4108 -2.7510 1.0801
H 2.8370 -4.5002 0.4001
H 1.8812 -6.3340 -1.0781
H -0.5929 -6.3155 -1.5595
H -1.9948 -4.3897 -0.7107
*
```

Frontier orbital gap (alpha / beta) ... 0.147 / 0.216 hartree

Atom charges from the Löwdin analysis, given in e for atoms 1 to 2: -0.24 -0.03

---

Record 5
Entry from OMol25: C19H24CsN7O2S2 as an isolated structure (ωB97M-V/def2-TZVPD).

The geometry in ORCA input format:
```
! RIJCOSX wB97M-V def2-TZVPD def2/J DEFGRID3
* xyz 0 1
Cs -0.9423 -1.9508 3.6658
S -2.2499 0.5725 2.4071
C -2.4167 0.1496 0.7313
N -2.7455 1.0431 -0.1436
N -2.9267 0.7559 -1.4553
C -2.8355 1.7689 -2.3937
C -2.5937 3.0957 -2.0329
C -2.5139 4.0686 -3.0176
C -2.6594 3.7491 -4.3598
C -2.8976 2.4269 -4.7140
C -2.9880 1.4441 -3.7457
N -1.9892 -1.1825 0.4011
N -2.4937 -1.6872 -0.6202
C -1.9552 -2.9549 -1.0094
C -2.2543 -3.3555 -2.3046
C -1.7414 -4.5453 -2.7993
C -0.9434 -5.3418 -1.9922
C -0.6657 -4.9517 -0.6869
C -1.1664 -3.7614 -0.1924
H -3.0060 -0.2071 -1.7482
H -2.4906 3.3471 -0.9874
H -2.3360 5.0961 -2.7257
H -2.5917 4.5171 -5.1180
H -3.0172 2.1568 -5.7555
H -3.1797 0.4153 -4.0288
H -2.8849 -2.7221 -2.9149
H -1.9668 -4.8500 -3.8125
H -0.5436 -6.2719 -2.3741
H -0.0547 -5.5828 -0.0544
H -0.9763 -3.4606 0.8273
N 0.3362 1.5959 -0.4582
C 0.2509 2.5885 0.6118
C 1.0648 2.1519 1.8209
O 1.2688 2.8438 2.7852
O 1.5756 0.9207 1.7157
H -0.5881 1.2303 -0.6511
H 1.2544 0.5988 0.8368
H 0.6757 2.0054 -1.3177
H -0.7758 2.7389 0.9525
H 0.6494 3.5560 0.3029
C 4.3041 -1.3510 1.5417
N 4.0349 -0.5962 2.7348
C 4.5113 0.7729 2.8828
C 3.7963 1.2661 4.1523
N 3.1581 0.0426 4.6300
C 3.2123 -0.9539 3.7240
S 2.3786 -2.4105 3.8659
H 3.9167 -0.8201 0.6682
H 3.8165 -2.3188 1.6236
H 5.3794 -1.4954 1.4183
H 4.2308 1.3592 2.0060
H 5.5995 0.7837 2.9816
H 3.0507 2.0246 3.9155
H 4.4971 1.6514 4.8921
H 2.4277 0.0341 5.3189
*
```

ΔE to the lowest compared entry with this formula, charge and spin ... 6.6 kcal/mol
Frontier orbital gap ... 0.225 hartree

Atom charges from the Löwdin analysis, given in e for atoms 1 to 2: 0.74 0.28

---

What did the third record say?
Entry from OMol25: C19H24BrCdN4O5S2 as an isolated structure (ωB97M-V/def2-TZVPD).

The geometry in ORCA input format:
```
! RIJCOSX wB97M-V def2-TZVPD def2/J DEFGRID3
* xyz -1 1
Cd 0.0057 -0.5800 0.2306
N 0.6894 0.7286 2.0448
C 1.8725 1.5530 2.0098
C 3.0553 0.7097 1.5035
N 2.7368 0.0195 0.2678
C 3.1778 0.6464 -0.9599
C 2.2853 1.8354 -1.3565
N 0.8903 1.4408 -1.3689
H -0.1535 1.2575 2.2423
H 0.7824 -0.0361 2.7071
H 2.1448 1.9661 2.9981
H 1.6785 2.3881 1.3348
H 3.2697 -0.0433 2.2675
H 3.9424 1.3570 1.3926
H 3.0520 -0.9418 0.3032
H 3.1258 -0.1050 -1.7509
H 4.2226 1.0065 -0.8947
H 2.6363 2.2144 -2.3339
H 2.4181 2.6389 -0.6286
H 0.6613 0.9747 -2.2403
H 0.2758 2.2453 -1.2992
O -4.2192 1.3955 1.2151
C -3.0348 0.8969 1.4659
O -2.0022 1.5364 1.4852
C -3.0438 -0.5533 1.8304
C -4.2039 -1.1981 2.2426
C -4.1084 -2.5185 2.6561
C -2.8668 -3.1253 2.6587
C -1.7571 -2.4059 2.2164
N -1.8552 -1.1511 1.8036
C -0.3280 -3.0230 2.3012
O -0.2569 -4.1598 2.7589
O 0.6052 -2.2663 1.9521
H -4.1071 2.3048 0.7655
H -5.1412 -0.6655 2.2369
H -4.9896 -3.0553 2.9799
H -2.7140 -4.1406 2.9912
C -1.2320 4.9358 -1.7427
O -1.3592 3.5430 -1.8971
C -2.3932 2.9103 -1.2806
S -3.4487 3.7977 -0.3273
S -2.4896 1.2833 -1.6114
H -0.9928 5.1971 -0.7066
H -2.1560 5.4517 -2.0193
H -0.4239 5.2399 -2.4066
Br 3.0292 -4.3838 -4.5746
C 1.9901 -3.4250 -3.2721
C 1.1084 -2.4539 -3.6972
C 0.4006 -1.7261 -2.7480
C 0.5693 -1.9258 -1.3765
C 1.4398 -2.9555 -1.0071
C 2.1475 -3.7095 -1.9317
H 0.9830 -2.2542 -4.7519
H -0.3098 -0.9902 -3.1074
H 1.5781 -3.1819 0.0417
H 2.8133 -4.4994 -1.6130
*
```

ΔE to the lowest compared entry with this formula, charge and spin ... 0.0 kcal/mol
Frontier orbital gap ... 0.275 hartree

Atom charges from the Löwdin analysis, given in e for atoms 1 to 2: 1.39 -0.05